2 unconnected molecules or ions with the total composition C6H9N3OS. Source: the OMol25 dataset; level of theory: the ωB97M-V functional and the def2-TZVPD basis.

**Energy relative to the best compared isomer or geometry (same formula, charge and spin)**: 124.29 kcal/mol
**Net charge**: 0
**Orbital gap (spin up / spin down)**: 7.352 / 6.996 eV
**Total energy**: -871.50890 Ha

CARTESIAN COORDINATES (ANGSTROEM)
C -0.51391 0.71340 0.02426
C 1.44393 -0.18706 -0.13062
C -1.75300 0.99401 0.52488
C 3.73790 0.40404 0.44003
C 2.78681 -0.73374 0.22410
C -3.19299 -1.19944 -0.75682
N -0.19454 0.46175 -1.31312
N 0.99795 -0.04568 -1.32026
N -2.74700 1.62785 0.95477
O 0.58682 0.35267 0.79233
S -4.63469 -0.62600 -0.05327
H 4.69286 -0.01293 0.20875
H 3.79236 0.64010 1.48749
H 3.51999 1.23550 -0.22598
H 2.54064 -1.29056 1.10613
H 2.96283 -1.34464 -0.78308
H -2.96774 -2.18372 -0.55467
H -2.61604 -0.63025 -1.33389
H -3.71456 1.19125 1.07140
H -4.72763 0.63345 -0.36240

=====

C27H29N5O4S in the gas phase. Source: the OMol25 dataset; level of theory: the ωB97M-V functional and the def2-TZVPD basis.

**Energy relative to the best compared isomer or geometry (same formula, charge and spin)**: 0.00 kcal/mol
**Net charge**: 0
**Structure (SMILES)**: O=C1CCc2cc(S(=O)(=O)N[C@@H](Cc3ccccc3)C(=O)N3CCN(c4ccccn4)CC3)ccc2N1
**Orbital gap**: 8.859 eV
**Total energy**: -2019.27951 Ha

CARTESIAN COORDINATES (ANGSTROEM)
O 3.14890 3.39799 -3.19373
C 2.12080 2.87576 -2.83027
N 1.55236 1.86344 -3.55208
C 0.42069 1.14485 -3.19051
C 0.12655 -0.06762 -3.80999
C -0.98379 -0.79122 -3.41703
C -1.78255 -0.30309 -2.40174
C -1.51651 0.91268 -1.80037
C -0.42137 1.65977 -2.19753
C -0.10955 3.02223 -1.65069
C 1.39880 3.22726 -1.54741
H 1.64306 4.25728 -1.28693
H 1.81606 2.59071 -0.76100
H -0.57885 3.16417 -0.67636
H -0.52874 3.77127 -2.33084
H -2.18974 1.26888 -1.03589
S -3.14249 -1.29550 -1.78367
O -3.81917 -1.93209 -2.87062
O -3.88863 -0.48994 -0.86265
N -2.41082 -2.49940 -0.89165
H -1.93927 -3.16919 -1.48904
C -1.53208 -1.99783 0.13749
H -1.96297 -1.04243 0.44414
C -0.12835 -1.84761 -0.45378
O 0.20883 -2.57663 -1.37494
N 0.70453 -0.92388 0.06128
C 0.41812 0.02420 1.11717
H 0.36358 1.03201 0.68854
C 1.54751 0.00359 2.15838
N 2.82716 0.24270 1.52703
C 3.20066 1.55425 1.32275
N 2.43555 2.47772 1.91056
C 2.77539 3.75204 1.81709
C 3.87902 4.20258 1.11937
C 4.67901 3.24883 0.50032
C 4.35029 1.91414 0.60076
H 4.97871 1.17231 0.13639
H 5.55347 3.54713 -0.05799
H 4.10994 5.25316 1.05838
H 2.10847 4.43736 2.32482
C 3.10076 -0.77923 0.54226
C 2.01609 -0.75699 -0.53990
H 2.05201 0.20410 -1.06684
H 2.15427 -1.56510 -1.25923
H 3.09501 -1.74812 1.05058
H 4.07931 -0.63701 0.08876
H 1.58988 -0.97345 2.64815
H 1.37669 0.78418 2.89836
H -0.52873 -0.20528 1.59824
C -1.49216 -2.96813 1.33745
C -2.80168 -2.92661 2.07155
C -2.93750 -2.17056 3.22796
C -4.15510 -2.09689 3.88143
C -5.25276 -2.77243 3.37799
C -5.12652 -3.52256 2.22097
C -3.90792 -3.60104 1.57204
H -3.81124 -4.17738 0.66527
H -5.98159 -4.04746 1.82196
H -6.20427 -2.71263 3.88524
H -4.24667 -1.50859 4.78289
H -2.08315 -1.63883 3.62590
H -1.29448 -3.97042 0.95408
H -0.67424 -2.68101 2.00179
H -1.23345 -1.73065 -3.88170
H 0.77308 -0.44028 -4.58992
H 2.06173 1.56048 -4.37305

=====

2 unconnected molecules or ions with the total composition C6H4BrF3IN. Source: the OMol25 dataset; level of theory: the ωB97M-V functional and the def2-TZVPD basis.

**Energy relative to the best compared isomer or geometry (same formula, charge and spin)**: 77.77 kcal/mol
**Net charge**: 0
**Structure (SMILES)**: FC(F)(F)/C(I)=N\C=C\Br.C#C
**Orbital gap**: 8.635 eV
**Total energy**: -3456.94013 Ha

CARTESIAN COORDINATES (ANGSTROEM)
C 1.84076 -1.43080 -0.63099
C 2.71715 -0.62805 -0.59563
C -1.21585 0.43921 1.49636
C -1.94140 0.11899 0.44090
C 0.67187 1.89103 0.93798
C 0.07580 2.74546 -0.17015
N -0.02528 1.03958 1.50379
F -1.22622 3.06429 0.07770
F 0.59604 3.89103 -0.43829
F 0.05467 2.07594 -1.30360
Br -3.53513 -0.95207 0.43472
I 2.71368 2.20938 1.47687
H 0.99996 -1.93815 -0.82494
H 3.43937 0.11204 -0.33485
H -1.54068 -0.18271 2.39543
H -1.66516 0.31755 -0.52222

=====

A molecular structure, C17H25CuN. Source: the OMol25 dataset; level of theory: the ωB97M-V functional and the def2-TZVPD basis.

**Energy relative to the best compared isomer or geometry (same formula, charge and spin)**: 63.70 kcal/mol
**Net charge**: 0
**Orbital gap (spin up / spin down)**: 7.074 / 8.221 eV
**Total energy**: -2357.74909 Ha
**2S+1**: 2

CARTESIAN COORDINATES (ANGSTROEM)
C 1.19174 -2.46769 -0.20305
C -1.40578 -1.43575 -2.11208
C -0.11982 -3.03302 -0.16995
H 1.38048 -1.61485 0.54675
C -2.21067 -1.49704 -0.94192
H -2.03183 -1.21435 -3.00543
H -0.47106 -3.73441 -0.94971
H -3.28220 -1.43844 -1.12877
C -1.04638 -3.09582 0.90959
H -0.73117 -3.04660 1.96131
H -1.35228 -4.15986 0.89046
C 1.16328 -1.76734 -1.57879
H 2.04291 -2.03904 -2.15923
H 1.08120 -0.72053 -1.31024
C -0.05815 -2.01876 -2.51517
H -0.22127 -3.07148 -2.77243
H 0.18120 -1.52033 -3.44253
C -2.12740 -2.05525 0.47810
H -3.10343 -2.54604 0.60459
H -2.05508 -1.31206 1.29508
Cu -1.64582 0.19496 -1.16294
H 1.67355 -3.42946 -0.24348
C 3.26111 0.52030 0.92762
N 1.86339 0.82995 0.92429
C 1.32459 1.06581 2.24045
C 1.55208 1.86173 -0.06893
C 0.15669 2.47876 0.02483
C 0.03718 3.81373 0.46119
C -1.20037 4.42261 0.60864
C -2.32588 3.63786 0.43999
C -2.22063 2.28795 0.06950
C -0.99109 1.75457 -0.26448
H 3.40990 -0.31649 1.57896
H 3.83980 1.35030 1.30563
H 3.61214 0.27722 -0.06783
H 1.69615 2.00381 2.65866
H 0.23036 1.08059 2.25271
H 1.68388 0.25839 2.86225
H 2.30764 2.68674 0.00928
H 1.67370 1.43663 -1.09209
H 0.94955 4.35302 0.67047
H -1.26948 5.46861 0.87340
H -3.31570 4.07985 0.53858
H -3.12701 1.67120 0.05673

=====

A molecular structure, C31H36F5N7OPPt. Source: the OMol25 dataset; level of theory: the ωB97M-V functional and the def2-TZVPD basis.

**Energy relative to the best compared isomer or geometry (same formula, charge and spin)**: 8.67 kcal/mol
**Net charge**: -1
**Orbital gap (spin up / spin down)**: 4.622 / 6.676 eV
**Total energy**: -2621.30356 Ha
**2S+1**: 3

CARTESIAN COORDINATES (ANGSTROEM)
Pt -0.21071 -0.18023 -2.19271
N 2.29937 1.98372 -2.18316
C 2.76996 0.71562 -2.17163
C 4.16946 0.54406 -2.02790
C 4.70119 -0.71066 -1.99975
C 3.84643 -1.81090 -2.11848
C 2.50645 -1.56881 -2.25370
N 1.95847 -0.33240 -2.29429
C 1.03348 2.56944 -1.97065
C 1.04706 3.88831 -1.58796
C -0.13471 4.61050 -1.36980
C -1.34180 3.88678 -1.55888
C -1.30480 2.58697 -1.93652
N -0.13123 1.86207 -2.19054
H 3.03155 2.65868 -2.06208
H 4.79564 1.42093 -1.91574
H 5.76808 -0.84756 -1.87275
H 4.20818 -2.82875 -2.09770
H 1.81357 -2.38861 -2.34106
H 2.01504 4.36607 -1.46122
H -0.11922 5.64273 -1.05202
H -2.30783 4.35194 -1.40477
H -2.22528 2.04603 -2.05167
F -2.92748 -1.06073 -0.52587
C -3.21054 -0.61736 -1.75517
C -2.20652 -0.18530 -2.59753
C -2.63033 0.21446 -3.85334
F -1.73913 0.64879 -4.76213
C -3.95254 0.21449 -4.25073
F -4.30628 0.61918 -5.47699
C -4.92211 -0.21218 -3.36845
F -6.20805 -0.22596 -3.73346
C -4.54703 -0.63345 -2.11013
F -5.47991 -1.05829 -1.24928
C -2.36586 1.04709 1.35341
C -1.05510 1.22738 2.13531
C -1.32840 1.17165 3.64175
C -0.53991 2.63164 1.78057
P 0.19516 -0.02995 1.45434
N 0.34197 -0.01677 -0.08483
C -0.20731 -1.73239 2.24967
C 0.45481 -2.79074 1.34148
C 0.24787 -1.92840 3.70029
C -1.71601 -2.01925 2.23481
C 1.93790 0.49197 2.09130
C 2.43938 1.68373 1.26001
C 2.03328 0.87559 3.57136
C 2.90796 -0.66138 1.77220
H -3.01862 1.90464 1.55506
H -2.90619 0.14353 1.62832
H -2.16308 1.01968 0.28322
H -1.98200 2.00985 3.91105
H -0.41707 1.26721 4.23198
H -1.83600 0.25722 3.94752
H -1.36184 3.34681 1.90117
H -0.20300 2.68722 0.74256
H 0.26916 2.94972 2.44041
H 1.51661 -2.91722 1.55604
H 0.36064 -2.51136 0.29075
H -0.03421 -3.76041 1.49267
H 1.32176 -1.83713 3.84159
H -0.03329 -2.94367 4.00884
H -0.25304 -1.23262 4.37972
H -2.15422 -1.90200 1.25120
H -2.26876 -1.40562 2.94392
H -1.85982 -3.06502 2.53064
H 2.04318 2.63757 1.60281
H 2.16174 1.54592 0.21810
H 3.53391 1.73002 1.33510
H 1.54737 1.83399 3.76221
H 3.09147 0.99086 3.84072
H 1.60361 0.13892 4.24540
H 2.80308 -0.96353 0.72751
H 2.76655 -1.53649 2.40310
H 3.93478 -0.31064 1.92652
O -0.21539 -2.23379 -2.27300
N -1.26959 -2.92895 -2.04854
C -1.01928 -4.19862 -1.95568
C -2.11833 -5.10632 -1.74034
N -2.96432 -5.86323 -1.56237
C 0.32560 -4.72413 -2.03104
N 1.39440 -5.14218 -2.09074

=====

C3H7N3O2 in the gas phase. Source: the OMol25 dataset; level of theory: the ωB97M-V functional and the def2-TZVPD basis.

**Energy relative to the best compared isomer or geometry (same formula, charge and spin)**: 28.59 kcal/mol
**Net charge**: 0
**Structure (SMILES)**: NC(=O)CNC(N)=O
**Orbital gap**: 10.248 eV
**Total energy**: -433.27720 Ha

CARTESIAN COORDINATES (ANGSTROEM)
O 0.24759 0.20073 2.63458
C -0.12248 -0.58616 1.79646
N -1.14741 -1.49181 1.96696
C 0.57697 -0.53989 0.49451
N -0.28764 -0.22872 -0.69748
C 0.03888 0.63270 -1.74243
N 1.28072 1.19636 -1.77290
O -0.62079 0.86125 -2.72892
H -1.71389 -1.32436 2.77115
H -1.66176 -1.88205 1.15810
H 1.00177 -1.51382 0.36283
H 1.48026 0.25042 0.64043
H -1.32270 -0.50285 -0.50289
H 1.91333 1.22842 -0.90784
H 1.40868 1.87773 -2.53442